19
Properties=species:S:1:pos:R:3:forces:R:3:nbo_charge:R:1 method="wB97M-V/def2-TZVPD" total_charge=0 relative_energy_kj_mol=287.7 spin_multiplicity=1 homo_energy_ev=-8.2 lumo_energy_ev=0.78 homo_lumo_gap_ha=0.329 total_energy_ha=-742.1849 max_force_ev_per_a=3.416
C 2.809253 1.322847 -0.041822 0.4561 -0.8774 -1.5819 -0.04
C 3.652839 0.274617 -0.044211 -1.5227 -0.4130 1.6596 -0.45
C 1.335152 -0.300540 0.749049 -0.9361 1.6397 -0.5049 -0.20
C -2.805503 0.707389 0.009456 1.1254 -1.4671 0.7840 -0.71
C -1.183078 -1.999504 0.193844 -2.8800 0.8004 -1.6539 -0.45
C -1.575657 0.210624 -0.752537 -0.2056 1.7342 -1.7457 0.11
N 1.509137 0.992902 0.197588 -0.1659 -2.1467 1.4876 -0.58
N -0.946736 -0.852775 -0.686398 0.6174 -2.3020 0.3849 -0.39
S 2.837066 -1.099417 0.707267 -0.5588 1.6065 -0.7418 0.40
H 2.966218 2.301216 -0.382813 0.6467 1.1422 -0.4684 0.21
H 4.657688 0.156552 -0.227526 2.0295 0.4351 -0.5097 0.23
H -2.389618 1.155205 0.922691 -0.4185 -0.8824 0.5648 0.23
H -3.289036 1.547095 -0.348141 -0.7152 1.7301 -1.7907 0.22
H -3.621833 -0.045392 0.105777 1.0049 0.2691 0.5482 0.23
H -1.191939 -2.909206 -0.408358 -0.0252 0.0914 0.0293 0.20
H -0.408587 -2.012602 0.848693 2.5180 -0.2009 1.7719 0.23
H -2.086971 -1.953953 0.825760 -0.0827 0.0399 -0.3934 0.16
H -1.039952 0.846871 -1.555248 -1.4246 0.0275 1.1876 0.15
H 0.771550 1.658066 -0.113071 0.5372 -1.2267 0.9725 0.42